1.
Here is a single C5H11NO molecule from the OMol25 dataset. Energies are from ωB97M-V/def2-TZVPD.

SMILES	CNC(=O)C(C)C
energy relative to the best compared isomer or geometry (same formula, charge and spin)	45.4	kJ/mol
net charge	0

The geometry in XYZ format:
```
18
C5H11NO | the OMol25 dataset | ωB97M-V/def2-TZVPD
C -0.4237 -2.2629 0.1163
N -0.8646 -1.1157 -0.6289
C -0.6604 0.2136 -0.3285
O -1.4390 1.0472 -0.7508
C 0.5371 0.5488 0.5289
C 1.8553 -0.1318 0.1325
C 0.6485 2.0559 0.7361
H 0.4204 -2.7684 -0.3648
H -1.2236 -3.0005 0.1957
H -0.0578 -2.0181 1.1015
H -1.6638 -1.1587 -1.2442
H 0.3010 0.1330 1.5135
H 1.9863 -1.0903 0.6316
H 2.0468 -0.1967 -0.9387
H 2.6546 0.4750 0.5480
H 1.4159 2.2416 1.4856
H -0.2808 2.4610 1.1137
H 0.9539 2.5563 -0.1844
```

2.
Here is a molecular structure, C3H6F3NOSi from the OMol25 dataset. Energies are from ωB97M-V/def2-TZVPD.

energy relative to the best compared isomer or geometry (same formula, charge and spin)	0.0	kJ/mol
net charge	0

The geometry in XYZ format:
```
15
C3H6F3NOSi | the OMol25 dataset | ωB97M-V/def2-TZVPD
C -0.5020 0.4004 0.8058
C 0.5375 0.7106 1.8786
C 1.2486 -0.5370 -0.6384
N -0.1134 -0.2543 -0.3479
O -1.6871 0.6176 0.9450
F 1.8614 -1.3019 0.2485
F 1.3002 -1.3229 -1.7930
F 2.0391 0.5021 -0.9172
Si -1.5268 -0.2970 -1.3848
H 0.1132 1.0903 2.7656
H 1.0610 -0.2433 1.9482
H 1.0801 1.5862 1.5942
H -2.3139 -1.3393 -0.9966
H -0.9887 -0.5618 -2.7008
H -2.1093 0.9503 -1.4072
```

3.
Here is a molecular structure, C30H19F3O18V5 from the OMol25 dataset. Energies are from ωB97M-V/def2-TZVPD.

net charge	+1
total energy	-7528.10355	a.u.

The geometry in XYZ format:
```
75
C30H19F3O18V5 | the OMol25 dataset | ωB97M-V/def2-TZVPD
O 2.8953 0.1254 0.1518
V 2.3501 0.6294 1.5850
O 3.4283 1.6824 2.0548
O -1.9970 -7.8800 1.8652
V -1.1547 -6.7469 2.5248
O 0.1360 -7.2876 3.1637
O -2.3381 0.9986 1.4641
V -1.1569 1.5886 2.3755
O -0.9187 3.0958 1.9190
O 3.4402 -2.2089 5.4856
V 2.6163 -2.2752 4.1569
O 2.7155 -3.7509 3.6448
O -5.0521 -1.4308 0.9182
V -4.6392 -2.8873 1.2835
O -5.7156 -3.8504 0.7749
C 0.0112 2.1236 5.1089
C 0.2576 2.2313 6.5365
C 1.4753 1.5237 7.1070
O 1.7232 1.6762 8.2805
C 2.2798 0.6956 6.2701
C 2.0633 0.6644 4.9217
C 0.9423 1.5316 4.3240
O 0.8232 1.4464 3.0178
O 2.7454 -0.1093 4.1234
O -0.5538 2.8064 7.2224
H -0.9296 2.5159 4.7158
H 3.1514 0.2477 6.7242
C 0.8658 -3.4531 1.3238
C 1.1013 -2.0759 1.4152
C 0.0399 -1.1113 0.7662
O 0.3134 0.1053 0.7611
C -1.2099 -1.6612 0.4240
C -1.5075 -2.9892 0.5932
C -0.3904 -3.9403 0.9933
O -0.6633 -5.1679 1.1657
O -2.7078 -3.4027 0.4142
O 2.0882 -1.5680 2.0273
H 1.6455 -4.1954 1.4111
H -2.0162 -0.9715 0.2104
F 1.8035 -0.1620 -4.9130
C 0.9663 -1.1371 -4.5311
C 0.9037 -1.4994 -3.2013
C 0.2123 -2.6282 -2.7817
C -0.8054 -3.0724 -3.6215
C -0.8462 -2.6184 -4.9409
C 0.0496 -1.6705 -5.4121
H 1.6782 -1.0546 -2.5786
H 0.3014 -2.9837 -1.7646
H -1.5916 -3.7800 -3.3905
H -1.6390 -2.9756 -5.5840
H -0.0082 -1.3672 -6.4494
F -2.6843 -0.6154 -2.8600
C -2.4899 0.6715 -3.2307
C -1.8321 1.4974 -2.3561
C -1.6914 2.8628 -2.6076
C -2.1441 3.3218 -3.8328
C -2.8854 2.4960 -4.6732
C -3.0215 1.1381 -4.4184
H -1.4505 1.1065 -1.4201
H -1.1231 3.4020 -1.8627
H -2.0255 4.3619 -4.1093
H -3.2594 2.9147 -5.5980
H -3.5580 0.4735 -5.0807
F 1.3996 2.6733 0.6535
C 1.5850 3.1837 -0.6077
C 1.5795 2.3643 -1.7043
C 1.8436 2.9269 -2.9551
C 1.9315 4.2945 -3.1374
C 1.8651 5.1033 -1.9932
C 1.6336 4.5629 -0.7522
H 1.3486 1.3096 -1.6277
H 2.0261 2.2192 -3.7549
H 2.1119 4.6560 -4.1387
H 2.0906 6.1513 -2.1463
H 1.5677 5.1490 0.1565
```

4.
Here is a molecular structure, C33H26Br4NO3P2RhS from the OMol25 dataset. Energies are from ωB97M-V/def2-TZVPD.

energy relative to the best compared isomer or geometry (same formula, charge and spin)	279.9	kJ/mol
spin multiplicity	5
net charge	0

The geometry in XYZ format:
```
71
C33H26Br4NO3P2RhS | the OMol25 dataset | ωB97M-V/def2-TZVPD
Rh 0.2588 -1.1014 -0.5166
Br 4.1464 -2.5927 -6.1588
C 2.6773 -2.3612 -5.0141
C 1.3958 -2.9077 -5.3808
Br 1.2018 -3.8321 -7.0044
C 0.3180 -2.7578 -4.5555
Br -1.3886 -3.4152 -4.9705
C 0.4453 -2.0743 -3.2997
O -0.5032 -1.9114 -2.4975
C 1.7405 -1.5109 -2.9460
O 1.8433 -0.8712 -1.8517
C 2.8345 -1.6766 -3.8321
Br 4.4572 -0.9119 -3.2836
C 0.0494 2.7074 -0.2647
C 1.4262 2.0239 -0.1916
P 1.5278 0.3996 0.6546
C 1.3828 0.7654 2.4538
C 0.1522 0.7152 3.1151
C 0.0504 1.0403 4.4621
C 1.1781 1.4111 5.1777
C 2.4116 1.4456 4.5418
C 2.5171 1.1221 3.1944
C 3.2761 -0.0665 0.5236
C 4.2803 0.8012 0.1168
C 5.6064 0.3817 0.1172
C 5.9281 -0.9085 0.5141
C 4.9210 -1.7871 0.9023
C 3.5981 -1.3713 0.9030
C -1.0861 1.9473 -0.9934
P -1.8097 0.7063 0.1649
C -3.1689 1.6403 1.0162
C -2.8886 2.7982 1.7507
C -3.8979 3.4910 2.4065
C -5.2054 3.0260 2.3662
C -5.4919 1.8602 1.6711
C -4.4845 1.1735 1.0036
C -2.7260 -0.5235 -0.7718
C -2.6940 -1.8930 -0.1087
C -3.3214 -2.9648 -0.9580
C -3.9084 -2.7015 -2.1424
C -3.9348 -1.3842 -2.6793
C -3.3153 -0.3295 -1.9845
H 0.1885 3.6701 -0.7555
H -0.2455 2.9386 0.7591
H 2.1096 2.6867 0.3412
H 1.8271 1.8587 -1.1954
H -0.7254 0.3888 2.5843
H -0.9150 0.9890 4.9546
H 1.1005 1.6578 6.2309
H 3.3027 1.7176 5.0963
H 3.4911 1.1476 2.7232
H 4.0476 1.8107 -0.1960
H 6.3863 1.0653 -0.1992
H 6.9629 -1.2338 0.5146
H 5.1666 -2.8001 1.2003
H 2.8074 -2.0565 1.2000
H -0.6880 1.3932 -1.8484
H -1.8457 2.6403 -1.3569
H -1.8741 3.1643 1.8342
H -3.6582 4.3912 2.9595
H -5.9937 3.5654 2.8794
H -6.5070 1.4804 1.6420
H -4.7331 0.2726 0.4558
H -3.2756 -1.8410 0.8313
H -3.2684 -3.9780 -0.5705
H -4.3440 -3.5125 -2.7166
H -4.3984 -1.2021 -3.6419
H -3.3034 0.6615 -2.4287
O 0.6833 -3.1142 1.3915
S -0.8184 -3.1570 1.4408
N -1.2798 -2.2063 0.2202
```

5.
Here is a molecular structure, C21H46N5O9S3 from the OMol25 dataset. Energies are from ωB97M-V/def2-TZVPD.

net charge	-1
total energy	-2973.09099	a.u.

The geometry in XYZ format:
```
84
C21H46N5O9S3 | the OMol25 dataset | ωB97M-V/def2-TZVPD
O 12.6745 -1.7882 -0.4970
S 11.8651 -0.5827 -0.2502
O 11.6928 -0.4149 1.2037
N 10.3718 -0.6813 -0.9761
S 10.3659 0.1280 -2.4235
O 10.9557 1.4855 -2.2479
O 11.1296 -0.5538 -3.4867
C 8.6440 0.4111 -2.9859
C 8.0139 1.5482 -2.0880
C 6.5664 1.0917 -1.6376
C 5.4069 2.0561 -2.1517
C 4.1508 1.7570 -1.2300
C 2.7757 2.1287 -1.8923
C 1.6604 1.9659 -0.7598
S 0.0097 1.6659 -1.5320
C -0.1914 -0.1287 -1.5774
N -1.3005 -0.8319 -1.3783
N -1.0587 -2.1803 -1.4543
C 0.2621 -2.2226 -1.7135
O 0.8497 -1.0125 -1.8124
H 12.5935 0.4952 -0.7036
H 8.5848 0.6943 -4.0613
H 8.1078 -0.5691 -2.8755
H 8.6348 1.6106 -1.1551
H 8.0030 2.5562 -2.5596
H 6.2838 0.0566 -1.9428
H 6.5238 1.1456 -0.5139
H 5.1929 1.9318 -3.2399
H 5.7313 3.1172 -1.9571
H 4.2606 2.3230 -0.2747
H 4.1477 0.6402 -1.0845
H 2.7408 3.1811 -2.2666
H 2.5315 1.4574 -2.7488
H 1.6947 2.8916 -0.1395
H 2.0071 1.1185 -0.1158
H 0.7663 -3.1966 -1.8411
C -6.4220 2.4504 1.0625
O -6.4581 3.7401 0.4748
C -6.2429 4.7936 1.4107
C -4.9187 5.4906 1.1324
N -3.7893 4.6269 1.4670
C -2.4997 5.1389 1.0037
C -2.2846 5.2401 -0.5098
O -2.2436 3.9836 -1.1682
C -3.5092 3.4750 -1.5561
H -6.7170 1.7262 0.3029
H -5.4121 2.2012 1.4017
H -7.1235 2.3813 1.8992
H -6.3001 4.4416 2.4458
H -7.0520 5.5152 1.2630
H -4.8606 6.4051 1.7306
H -4.9066 5.7692 0.0719
H -3.9374 3.7160 1.0497
H -1.7359 4.4666 1.4044
H -2.3239 6.1205 1.4571
H -1.2974 5.6867 -0.6645
H -2.9989 5.9146 -0.9950
H -4.2218 4.2674 -1.7988
H -3.9148 2.8264 -0.7757
H -3.3644 2.8572 -2.4441
C -4.5481 -7.2399 4.0419
O -5.1935 -6.0121 3.7539
C -4.4402 -4.8700 4.1583
C -3.9712 -4.0826 2.9432
N -2.9403 -4.8113 2.2092
C -2.6186 -4.2227 0.9066
C -3.7241 -4.2268 -0.1582
O -4.0797 -5.5285 -0.6107
C -5.0659 -6.1803 0.1696
H -5.2444 -8.0476 3.8143
H -3.6558 -7.3696 3.4221
H -4.2782 -7.3021 5.1004
H -3.6014 -5.1407 4.8078
H -5.1172 -4.2378 4.7407
H -3.5653 -3.1214 3.2723
H -4.8480 -3.8907 2.3130
H -3.2543 -5.7623 2.0593
H -1.7709 -4.7881 0.5105
H -2.2680 -3.1970 1.0571
H -3.3278 -3.7074 -1.0341
H -4.6108 -3.6617 0.1503
H -5.7717 -5.4790 0.6221
H -4.5967 -6.7959 0.9419
H -5.6219 -6.8537 -0.4858
```

6.
Here is a gas-phase ion, C5H11NOS (charge +1) from the OMol25 dataset. Energies are from ωB97M-V/def2-TZVPD.

energy relative to the best compared isomer or geometry (same formula, charge and spin)	188.4	kJ/mol
spin multiplicity	2
net charge	+1

The geometry in XYZ format:
```
19
C5H11NOS | the OMol25 dataset | ωB97M-V/def2-TZVPD
O -1.3755 -0.0345 -3.0753
C -0.6682 0.4307 -2.2860
N -0.6437 -0.2081 -0.9913
C 0.4999 -0.1757 -0.1795
C 0.3676 -1.1454 1.0065
C -0.4141 -0.5477 2.1478
S 0.8198 -0.5361 3.5571
C 0.1349 1.7056 -2.4826
H -1.0704 -1.1877 -0.9986
H 1.5442 -0.3109 -0.7761
H 0.5296 0.8246 0.3451
H -0.1820 -2.0780 0.7035
H 1.2380 -1.6378 1.2927
H -0.7673 0.6099 2.1151
H -1.3133 -1.1372 2.4304
H 0.1971 -0.7817 4.8273
H -0.0716 2.5330 -1.8652
H 1.2628 1.5810 -2.2962
H -0.0878 2.0960 -3.4746
```

7.
Here is 2 unconnected molecules or ions with the total composition C8H11NO4S from the OMol25 dataset. Energies are from ωB97M-V/def2-TZVPD.

energy relative to the best compared isomer or geometry (same formula, charge and spin)	693.9	kJ/mol
net charge	0

The geometry in XYZ format:
```
25
C8H11NO4S | the OMol25 dataset | ωB97M-V/def2-TZVPD
C 1.4313 -2.3847 -1.5278
C 0.9631 -1.2886 -1.2315
C -1.4291 1.0339 0.1510
C -1.8126 -0.4957 -1.5647
C -3.0754 0.4244 -1.3272
C 0.8124 -0.9851 1.9653
C 1.9292 2.1113 0.9015
C 0.4454 -0.2281 -0.5547
N -0.9214 -0.0418 -0.5208
O -0.9447 1.6100 1.0830
O 2.6993 0.8863 -1.2595
O 0.6727 2.2430 -1.4025
O -2.6593 1.2877 -0.3039
S 1.4556 1.3237 -0.6793
H 1.9576 -3.2960 -1.6129
H -1.9627 -1.5090 -1.4891
H -1.4308 -0.4509 -2.4933
H -3.2051 0.8051 -2.3171
H -3.8223 -0.2755 -1.1217
H 0.3946 0.0002 2.1144
H 0.1093 -1.5593 2.4679
H 1.7969 -1.1496 1.5219
H 2.7595 2.5994 0.6171
H 1.0851 2.7499 1.0992
H 2.2811 1.3709 1.5566
```

8.
Here is a molecular structure, CaN7O21 from the OMol25 dataset. Energies are from ωB97M-V/def2-TZVPD.

energy relative to the best compared isomer or geometry (same formula, charge and spin)	64.7	kJ/mol
net charge	-5

The geometry in XYZ format:
```
29
CaN7O21 | the OMol25 dataset | ωB97M-V/def2-TZVPD
Ca -0.1807 0.2522 0.1470
N 2.0263 -0.5842 2.8660
O 2.9310 -1.1977 2.2909
O 2.0960 -0.4042 4.1218
O 1.0224 -0.1674 2.2428
N -3.1442 -0.8284 -1.6663
O -3.2396 -1.4058 -2.7721
O -4.1677 -0.4162 -1.0607
O -2.0112 -0.6588 -1.1642
N 1.9313 2.8365 0.6139
O 2.6844 2.4140 -0.2629
O 0.7409 2.3915 0.7254
O 2.3149 3.6430 1.5177
N 1.9857 -1.4949 -1.7101
O 1.6248 -0.4301 -1.1027
O 1.4206 -1.7432 -2.7926
O 2.8701 -2.2155 -1.2285
N 0.0287 2.5629 -2.7691
O -0.4607 1.5938 -2.1371
O -0.7410 3.5252 -3.0795
O 1.2475 2.5882 -3.0327
N 0.3356 -3.3665 0.5161
O -0.2630 -4.3385 -0.0195
O 1.3820 -3.5767 1.1564
O -0.2076 -2.2352 0.4745
N -3.0664 0.8215 2.0413
O -1.9277 0.3298 1.7787
O -3.5121 1.7125 1.2939
O -3.7203 0.3924 3.0116
```